A gas-phase ion, C3H9N4 (charge +1) at a distorted geometry. Source: the Open Molecules 2025 dataset; level of theory: ωB97M-V/def2-TZVPD.

The calculation puts the energy relative to the best compared isomer or geometry (same formula, charge and spin) at 542.7 kJ/mol. For the molar mass, the calculation gives 101.133 g/mol. Its LUMO energy is -0.1406 Ha. The highest occupied orbital energy is -11.9 eV. Its charge is +1. The total energy comes out at -338.3142 Eh.

XYZ file:
```
16
C3H9N4, DFT ωB97M-V/def2-TZVPD
C -2.023 -0.145 -0.124
C -0.330 1.574 0.263
C 0.658 0.767 -0.795
N -1.492 0.810 0.321
N 0.706 -0.614 -0.639
N -2.987 -1.015 -0.305
N 1.499 -1.067 0.399
H 0.131 1.762 1.148
H -0.659 2.596 -0.068
H 0.357 1.047 -1.766
H 1.688 1.478 -0.739
H -2.761 -2.011 -0.473
H -3.860 -0.684 -0.195
H 2.646 -0.968 0.093
H 1.310 -2.015 0.493
H 1.438 -0.592 1.344
```

C3H9N5 in the gas phase at a distorted geometry. Source: the Open Molecules 2025 dataset; level of theory: ωB97M-V/def2-TZVPD.

The calculation puts the energy relative to the best compared isomer or geometry (same formula, charge and spin) at 635.2 kJ/mol. For the molar mass, the calculation gives 115.140 g/mol. Its LUMO energy (spin up / spin down) is 0.0239 / 0.0092 Ha. The highest occupied orbital energy (spin up / spin down) is -7.4 / -7.1 eV. Its charge is 0. The total energy comes out at -393.2716 Eh.

XYZ file:
```
17
C3H9N5, DFT ωB97M-V/def2-TZVPD
C -1.619 0.950 -0.635
C -1.109 -1.955 0.580
C 2.396 1.128 -0.323
N -1.272 -0.346 -1.102
N -1.616 1.039 0.640
N 0.807 -0.507 -0.045
N -0.469 -0.990 -0.271
N 1.227 0.413 -0.754
H -1.883 1.584 -1.486
H -1.450 -1.498 1.471
H -2.008 -2.173 0.018
H -0.565 -2.840 0.739
H 2.600 1.905 -1.118
H 2.184 1.627 0.584
H 3.232 0.533 -0.073
H -1.833 1.974 0.979
H 1.379 -0.843 0.798
```